The following is a DFT calculation (ωB97M-V with the def2-TZVPD basis set) of CH6N4S as an isolated structure at a distorted geometry.

Structure (XYZ):
```
12
Properties=species:S:1:pos:R:3:forces:R:3:nbo_charge:R:1
C -0.547091 -1.743398 -0.266595 2.386 6.387 -2.320 -0.39
N 1.070255 0.662492 -0.253129 -0.778 -2.143 0.596 -0.08
N 0.057628 0.941287 0.428036 3.181 2.975 -0.824 -0.11
N 2.129375 1.416253 -0.113917 1.111 3.447 0.697 -0.64
N -0.838620 0.038053 0.496028 -3.952 -5.865 -1.023 -0.38
S -2.429342 0.516054 -0.072467 0.922 0.143 -0.387 0.13
H -1.348740 -2.292483 -0.001950 -2.269 -1.705 1.735 0.19
H -0.634947 -1.505472 -1.377563 0.418 -0.360 1.476 0.20
H 0.482502 -1.832132 0.046439 -0.200 -0.770 0.158 0.22
H 2.085180 2.391183 0.332198 -0.020 -2.228 -0.711 0.37
H 3.026279 0.990032 -0.298799 -0.499 0.173 -0.100 0.39
H -3.052477 0.418136 1.081720 -0.299 -0.053 0.704 0.10
```
Positions in Å, forces in eV/Å.

## Properties
Energy relative to the best compared isomer or geometry (same formula, charge and spin): 94.8 kcal per mole
Electronic energy: -658.720195 hartree
Charge: 0
Highest occupied orbital energy: -0.2878 Eh
Multiplicity: 1